No. 1
Molecular formula: C7H8N4
Method: DFT, ωB97M-V/def2-TZVPD

Calculated values
* ⟨S²⟩: 2.05
* energy above the lowest of the compared OMol25 structures with the same formula, charge and spin: 40.9 kcal/mol
* lowest unoccupied orbital energy (spin up / spin down): 0.8 / -1.9 eV
* multiplicity: 3

```
19
Properties=species:S:1:pos:R:3:forces:R:3
C -0.75930 0.65713 -0.71766 -0.8563 0.8160 1.4139
C -2.55633 0.01166 0.10382 0.9577 -3.1018 -0.1381
C 1.97525 0.82711 0.11752 0.9933 0.5744 0.2471
C 1.77173 -0.48641 -0.22640 0.3021 2.2896 0.8704
C 2.47765 1.97763 0.54170 -2.6017 -0.2949 -3.4571
C -4.01929 -0.13106 0.30802 -0.1710 0.9897 1.7517
C 2.95760 -1.35038 -0.60881 -1.1070 0.6353 -0.0515
N -2.00387 0.97988 -0.61495 1.1847 1.5251 -1.7226
N -1.65463 -0.92900 0.49237 -1.4107 0.3107 0.7529
N 0.59445 -1.10968 -0.07091 2.7005 -3.2165 0.4129
N -0.47712 -0.43945 0.06585 -2.1150 2.7658 -1.9532
H 2.94420 2.19963 1.40743 1.4644 -0.2688 3.2475
H 2.29929 2.97035 0.06133 0.0104 -1.0908 -0.5019
H -4.56354 -0.93378 -0.17532 0.6478 -0.5198 -0.2571
H -4.03119 -0.34941 1.44107 -1.0315 0.8049 -1.5825
H -4.51722 0.80117 -0.10711 0.5483 -0.8742 1.3075
H 3.28769 -1.83198 0.28717 0.2464 -0.5407 0.4935
H 3.80205 -0.82055 -1.04293 -0.3185 0.1049 -0.1697
H 2.47258 -2.04288 -1.26220 0.5559 -0.9091 -0.6636
```
Positions in Å, forces in eV/Å.

***

No. 2
Molecular formula: CN2O5
Method: DFT, ωB97M-V/def2-TZVPD

Calculated values
* energy above the lowest of the compared OMol25 structures with the same formula, charge and spin: 33.1 kcal/mol
* lowest unoccupied orbital energy: -1.1 eV
* SMILES: O=NOC(=O)[N+](=O)[O-]

```
8
Properties=species:S:1:pos:R:3:forces:R:3
C -0.27650 0.29027 -0.54570 0.2221 -3.8881 2.8099
N -0.38030 -2.11705 0.25055 -0.5651 -2.4687 0.2600
N 0.32365 1.60339 -0.02099 -0.0992 -2.6747 -1.2739
O -0.71898 -0.00856 -1.57102 -0.3473 0.8634 -0.5578
O -0.21747 -2.92657 1.10864 0.1737 3.7724 -1.8437
O -0.06659 2.15096 0.94026 -0.6117 1.0041 1.0843
O 1.28853 1.75958 -0.71123 1.2488 1.3639 -0.3351
O 0.04766 -0.75203 0.54950 -0.0212 2.0277 -0.1437
```
Positions in Å, forces in eV/Å.

***

No. 3
Molecular formula: C2H9O2
Method: DFT, ωB97M-V/def2-TZVPD

Calculated values
* ⟨S²⟩: 0.75
* energy above the lowest of the compared OMol25 structures with the same formula, charge and spin: 17.1 kcal/mol
* lowest unoccupied orbital energy (spin up / spin down): 0.8 / 0.4 eV
* multiplicity: 2

```
13
Properties=species:S:1:pos:R:3:forces:R:3
O 0.65364 2.54987 -0.86059 1.7052 2.1371 -0.9887
H 0.29352 0.93991 -0.41248 0.9392 -1.7153 -0.1961
H 0.28263 3.47760 -0.83474 0.0834 -1.3037 0.1445
H 1.57978 2.74367 -1.26635 -1.9018 -0.9204 0.9002
C -0.86028 -0.72130 0.50751 2.5800 -0.0202 2.3443
O 0.41846 -0.11926 -0.22193 -2.6380 2.1714 1.0048
C -0.50013 -2.21635 0.80062 2.8885 2.0573 -0.1844
H -0.96158 0.03788 1.38098 0.2672 -1.8546 -1.2287
H -1.71119 -0.66400 -0.06920 -1.5716 0.4094 -1.6589
H 1.12240 -0.69880 -0.65339 0.8810 -0.2767 -0.8954
H 0.62457 -2.27947 1.06392 -1.8392 0.1056 -0.2689
H -1.02234 -2.50989 1.65999 -0.9814 -0.8312 1.0795
H -0.62217 -2.86585 -0.05736 -0.4124 0.0411 -0.0523
```
Positions in Å, forces in eV/Å.